ORCA calculation (wB97M-V/def2-TZVPD) on a cluster of 2 separate species, C3H6ClFS in total.

```
12
C3H6ClFS wB97M-V/def2-TZVPD
C 1.21 0.53 -0.35
C 2.66 0.43 0.02
S 3.70 -0.69 -0.48
H 1.02 1.49 -0.83
H 0.60 0.49 0.56
H 0.92 -0.28 -1.02
H 3.01 1.22 0.69
F -1.39 -0.13 0.00
C -2.56 -0.71 0.38
Cl -3.88 -0.14 -0.66
H -2.79 -0.42 1.41
H -2.49 -1.79 0.27
```

Results
Energy above the lowest of the compared OMol25 structures with the same formula, charge and spin (kJ/mol): 99.5
Charge: 0
E_HOMO (Ha): -0.3156